1.
This record from the OMol25 dataset describes a structure of composition C23H40I2N2P2ReSi2. The level of theory is ωB97M-V/def2-TZVPD.

Structure (ORCA input):
```
! wB97M-V def2-TZVPD RIJCOSX def2/J DEFGRID3
* xyz 2 2
Re -0.352 0.217 0.958
C 1.436 -4.401 1.147
Si -0.162 -3.354 1.088
C -1.479 -4.276 0.069
C -0.710 -3.050 2.881
N -0.054 -1.739 0.317
C 0.137 -1.641 -1.014
C 0.909 -2.489 -1.825
C 1.105 -2.199 -3.154
C 0.507 -1.080 -3.748
C -0.310 -0.258 -3.008
C -0.518 -0.514 -1.649
N -1.283 0.230 -0.818
Si -3.036 0.425 -1.163
C -3.771 1.414 0.284
C -3.688 -1.366 -1.174
C -3.388 1.223 -2.856
H 1.159 -5.356 1.585
H 2.223 -3.988 1.770
H 1.862 -4.623 0.174
H -1.520 -5.306 0.407
H -1.243 -4.284 -0.991
H -2.473 -3.857 0.184
H -0.846 -4.010 3.367
H -1.662 -2.527 2.940
H 0.027 -2.498 3.461
H 1.412 -3.329 -1.379
H 1.752 -2.832 -3.742
H 0.694 -0.869 -4.789
H -0.754 0.619 -3.453
H -3.574 0.945 1.246
H -4.848 1.449 0.160
H -3.431 2.442 0.330
H -3.655 -1.822 -0.189
H -3.126 -1.999 -1.854
H -4.723 -1.367 -1.501
H -2.903 2.178 -3.033
H -4.457 1.397 -2.915
H -3.133 0.555 -3.674
C 3.021 -1.214 1.361
P 2.067 0.334 1.365
C 2.830 1.198 2.792
C 2.507 1.207 -0.174
C 3.610 0.825 -0.927
C 3.789 1.330 -2.206
C 2.867 2.218 -2.735
C 1.793 2.647 -1.969
C 1.598 2.149 -0.688
P 0.169 2.603 0.373
C -0.964 3.528 -0.708
C 0.859 3.993 1.353
H 2.859 -1.770 0.440
H 2.677 -1.813 2.203
H 4.083 -1.004 1.496
H 2.969 0.469 3.591
H 2.204 2.005 3.165
H 3.800 1.600 2.496
H 4.316 0.116 -0.527
H 4.644 1.024 -2.787
H 2.978 2.575 -3.747
H 1.098 3.357 -2.393
H -1.347 2.885 -1.494
H -0.447 4.384 -1.138
H -1.794 3.887 -0.102
H 0.047 4.476 1.895
H 1.294 4.707 0.651
H 1.633 3.684 2.050
I -2.439 3.525 3.309
C -1.374 2.183 4.582
I -1.178 0.184 3.758
H -1.919 2.084 5.515
H -0.377 2.569 4.760
*
```

LUMO level (alpha / beta) = -0.28585 / -0.26062 hartree
Kohn-Sham gap (alpha / beta) = 0.224 / 0.237 hartree
energy = -80133.5383 eV
highest occupied orbital energy (alpha / beta) = -13.9 / -13.5 eV


2.
This record from the OMol25 dataset describes a structure of composition C23H40N4O9S. The level of theory is ωB97M-V/def2-TZVPD.

Structure (ORCA input):
```
! wB97M-V def2-TZVPD RIJCOSX def2/J DEFGRID3
* xyz 0 1
C 4.381 -1.366 -0.137
C 3.616 -0.748 1.090
C 2.785 0.552 0.659
N 1.918 0.128 -0.460
C 0.992 1.155 -0.888
C -0.067 1.731 -0.082
C -1.045 2.775 -0.573
C -2.204 3.357 0.309
C -2.765 2.342 1.397
C -4.053 1.565 0.850
C -3.687 0.224 0.103
C -4.922 -0.781 0.044
N -6.002 -0.268 -0.861
C -0.960 3.271 -1.950
C 0.132 2.687 -2.806
N 0.293 3.074 -4.133
S 1.596 2.142 -4.600
N 2.029 1.225 -3.274
C 1.113 1.640 -2.308
H 5.176 -0.617 -0.433
H 3.745 -1.524 -1.059
H 4.866 -2.360 0.087
H 2.820 -1.496 1.409
H 4.255 -0.579 1.994
H 3.557 1.320 0.378
H 2.225 0.881 1.583
H 1.397 -0.712 -0.193
H -0.144 1.356 0.974
H -3.066 3.547 -0.401
H -1.948 4.366 0.743
H -2.036 1.543 1.690
H -3.026 2.908 2.333
H -4.675 2.222 0.181
H -4.648 1.277 1.760
H -3.362 0.390 -0.967
H -2.853 -0.356 0.604
H -5.342 -0.980 1.075
H -4.570 -1.774 -0.367
H -6.906 -0.585 -0.490
H -5.916 -0.767 -1.755
H -1.688 4.022 -2.350
C 1.484 -6.992 -0.703
O 1.432 -5.566 -0.718
C 1.924 -5.010 -1.834
O 2.382 -5.603 -2.776
O 1.816 -3.682 -1.718
C 2.305 -2.951 -2.844
H 1.062 -7.327 0.243
H 0.887 -7.407 -1.516
H 2.516 -7.340 -0.766
H 1.740 -3.205 -3.742
H 3.369 -3.138 -2.992
H 2.167 -1.890 -2.639
C 9.109 -0.922 4.121
O 8.455 -1.106 2.866
C 8.795 -2.234 2.230
O 9.576 -3.061 2.625
O 8.115 -2.281 1.078
C 8.379 -3.439 0.288
H 8.758 0.019 4.541
H 8.854 -1.727 4.811
H 10.190 -0.859 3.986
H 8.094 -4.345 0.824
H 9.431 -3.477 0.000
H 7.775 -3.366 -0.615
C -8.317 6.306 1.438
O -7.563 5.169 1.019
C -8.304 4.177 0.506
O -9.501 4.181 0.383
O -7.479 3.183 0.157
C -8.134 2.046 -0.410
H -7.616 7.039 1.833
H -8.845 6.750 0.593
H -9.017 6.033 2.229
H -8.656 2.320 -1.328
H -8.828 1.603 0.308
H -7.365 1.309 -0.652
*
```

LUMO level = -0.02509 hartree
Kohn-Sham gap = 0.289 hartree
energy = -59720.4171 eV
highest occupied orbital energy = -8.5 eV


3.
This record from the OMol25 dataset describes a structure of composition C23H41ClGaP2. The level of theory is ωB97M-V/def2-TZVPD.

Structure (ORCA input):
```
! wB97M-V def2-TZVPD RIJCOSX def2/J DEFGRID3
* xyz 1 1
Ga -0.287 0.521 2.065
C -0.854 -1.858 3.120
C 0.454 -2.261 2.768
C 0.674 -0.469 4.203
C -0.750 -0.700 3.975
C 1.390 -1.427 3.440
C -2.086 -2.641 2.886
H -2.087 -3.106 1.891
H -2.987 -2.018 2.967
H -2.167 -3.446 3.637
C -1.814 -0.236 4.899
H -2.801 -0.431 4.477
H -1.733 0.837 5.086
H -1.745 -0.757 5.864
C 1.218 0.363 5.293
H 1.277 -0.211 6.230
H 0.593 1.242 5.473
H 2.226 0.714 5.048
C 2.848 -1.661 3.503
H 3.080 -2.389 4.298
H 3.396 -0.735 3.727
H 3.236 -2.063 2.555
C 0.791 -3.512 2.049
H 0.956 -4.337 2.766
H 1.702 -3.397 1.447
H -0.024 -3.811 1.375
C -1.686 1.394 -3.856
C -1.849 0.073 -4.032
C -1.065 -0.797 -4.968
C 0.398 -0.367 -5.266
C 1.201 0.116 -4.097
C 1.347 1.396 -3.722
C 0.578 2.570 -4.256
C -0.872 2.289 -4.737
H -1.582 -0.906 -5.939
H 0.388 0.375 -6.076
H -1.054 -1.811 -4.543
H -0.833 1.899 -5.761
H -2.270 1.914 -3.091
H -2.684 -0.440 -3.532
H -1.386 3.262 -4.789
H 0.543 3.338 -3.469
H 2.129 1.662 -2.995
H 1.119 3.046 -5.093
H 0.908 -1.258 -5.665
H 1.786 -0.663 -3.597
P -1.459 0.588 -0.013
C -2.947 1.565 -0.276
C -1.504 -1.039 -0.826
P 1.367 1.118 0.341
C -0.039 1.478 -0.810
C 2.314 -0.215 -0.452
C 2.405 2.602 0.474
H -2.972 2.387 0.450
H -3.839 0.946 -0.114
H -2.994 1.991 -1.289
H -1.446 -0.933 -1.917
H -2.444 -1.542 -0.557
H -0.677 -1.670 -0.479
H 2.549 3.085 -0.508
H 3.390 2.330 0.887
H 1.936 3.318 1.162
H -0.236 2.558 -0.884
H 0.140 1.084 -1.822
H 3.307 -0.272 0.017
H 2.423 -0.029 -1.530
H 1.816 -1.178 -0.296
Cl -0.713 2.523 2.884
*
```

LUMO level = -0.10791 hartree
Kohn-Sham gap = 0.258 hartree
energy = -107987.2247 eV
highest occupied orbital energy = -10.0 eV


Repeat the second record exactly.
This record from the OMol25 dataset describes a structure of composition C23H40N4O9S. The level of theory is ωB97M-V/def2-TZVPD.

Structure (ORCA input):
```
! wB97M-V def2-TZVPD RIJCOSX def2/J DEFGRID3
* xyz 0 1
C 4.381 -1.366 -0.137
C 3.616 -0.748 1.090
C 2.785 0.552 0.659
N 1.918 0.128 -0.460
C 0.992 1.155 -0.888
C -0.067 1.731 -0.082
C -1.045 2.775 -0.573
C -2.204 3.357 0.309
C -2.765 2.342 1.397
C -4.053 1.565 0.850
C -3.687 0.224 0.103
C -4.922 -0.781 0.044
N -6.002 -0.268 -0.861
C -0.960 3.271 -1.950
C 0.132 2.687 -2.806
N 0.293 3.074 -4.133
S 1.596 2.142 -4.600
N 2.029 1.225 -3.274
C 1.113 1.640 -2.308
H 5.176 -0.617 -0.433
H 3.745 -1.524 -1.059
H 4.866 -2.360 0.087
H 2.820 -1.496 1.409
H 4.255 -0.579 1.994
H 3.557 1.320 0.378
H 2.225 0.881 1.583
H 1.397 -0.712 -0.193
H -0.144 1.356 0.974
H -3.066 3.547 -0.401
H -1.948 4.366 0.743
H -2.036 1.543 1.690
H -3.026 2.908 2.333
H -4.675 2.222 0.181
H -4.648 1.277 1.760
H -3.362 0.390 -0.967
H -2.853 -0.356 0.604
H -5.342 -0.980 1.075
H -4.570 -1.774 -0.367
H -6.906 -0.585 -0.490
H -5.916 -0.767 -1.755
H -1.688 4.022 -2.350
C 1.484 -6.992 -0.703
O 1.432 -5.566 -0.718
C 1.924 -5.010 -1.834
O 2.382 -5.603 -2.776
O 1.816 -3.682 -1.718
C 2.305 -2.951 -2.844
H 1.062 -7.327 0.243
H 0.887 -7.407 -1.516
H 2.516 -7.340 -0.766
H 1.740 -3.205 -3.742
H 3.369 -3.138 -2.992
H 2.167 -1.890 -2.639
C 9.109 -0.922 4.121
O 8.455 -1.106 2.866
C 8.795 -2.234 2.230
O 9.576 -3.061 2.625
O 8.115 -2.281 1.078
C 8.379 -3.439 0.288
H 8.758 0.019 4.541
H 8.854 -1.727 4.811
H 10.190 -0.859 3.986
H 8.094 -4.345 0.824
H 9.431 -3.477 0.000
H 7.775 -3.366 -0.615
C -8.317 6.306 1.438
O -7.563 5.169 1.019
C -8.304 4.177 0.506
O -9.501 4.181 0.383
O -7.479 3.183 0.157
C -8.134 2.046 -0.410
H -7.616 7.039 1.833
H -8.845 6.750 0.593
H -9.017 6.033 2.229
H -8.656 2.320 -1.328
H -8.828 1.603 0.308
H -7.365 1.309 -0.652
*
```

LUMO level = -0.02509 hartree
Kohn-Sham gap = 0.289 hartree
energy = -59720.4171 eV
highest occupied orbital energy = -8.5 eV